{
  "formula": "C19H26N4OPdSSi",
  "method": "ωB97M-V with the def2-TZVPD basis set",
  "elements": ["Pd", "S", "C", "C", "C", "C", "C", "N", "H", "H", "H", "H", "N", "C", "N", "C", "C", "O", "C", "C", "H", "H", "H", "H", "H", "H", "H", "H", "C", "Si", "C", "C", "N", "C", "C", "C", "C", "C", "C", "H", "H", "H", "H", "H", "H", "H", "H", "H", "H", "H", "H", "H", "H"],
  "coordinates": [[1.018, -1.074, -0.209], [1.729, -3.204, 0.479], [1.626, -2.100, 1.838], [2.752, -1.273, 2.167], [2.681, -0.401, 3.220], [1.521, -0.367, 4.010], [0.532, -1.284, 3.703], [0.569, -2.154, 2.700], [3.623, -1.318, 1.528], [3.513, 0.264, 3.426], [1.403, 0.319, 4.840], [-0.362, -1.330, 4.324], [0.187, -1.511, -2.841], [-0.320, -1.726, -1.785], [-1.561, -2.081, -1.252], [-1.680, -2.871, -0.038], [-3.103, -2.771, 0.467], [-4.058, -3.197, -0.509], [-3.916, -2.424, -1.689], [-2.514, -2.510, -2.261], [-0.983, -2.511, 0.717], [-1.433, -3.925, -0.229], [-3.321, -1.734, 0.751], [-3.243, -3.416, 1.335], [-4.144, -1.370, -1.472], [-4.648, -2.807, -2.404], [-2.417, -1.856, -3.127], [-2.312, -3.543, -2.589], [-1.809, 1.535, -1.576], [-0.679, 1.657, -0.062], [-1.434, 0.677, 1.357], [-0.907, 3.455, 0.555], [0.900, 1.118, -0.378], [1.960, 1.789, -0.884], [3.165, 1.099, -1.208], [4.281, 1.745, -1.695], [4.292, 3.127, -1.904], [3.129, 3.827, -1.612], [1.998, 3.190, -1.123], [-2.867, 1.656, -1.318], [-1.666, 0.569, -2.064], [-1.541, 2.317, -2.294], [-2.479, 0.982, 1.495], [-0.883, 0.891, 2.278], [-1.394, -0.400, 1.195], [-1.908, 3.530, 0.996], [-0.834, 4.213, -0.228], [-0.179, 3.700, 1.335], [3.165, 0.022, -1.069], [5.166, 1.158, -1.925], [5.170, 3.632, -2.289], [3.093, 4.902, -1.770], [1.119, 3.783, -0.914]],
  "forces_ev_per_angstrom": [[0.0199, 0.0350, -0.4790], [-0.0443, -0.1433, 0.1552], [0.1648, -0.0794, 0.2794], [-0.0958, 0.0409, 0.0643], [-0.0123, -0.0492, -0.0567], [0.0046, 0.0114, 0.0333], [0.0530, -0.0461, 0.0232], [-0.0584, -0.0120, -0.0990], [-0.0026, 0.0083, -0.0205], [-0.0026, 0.0017, 0.0084], [0.0173, 0.0064, -0.0068], [-0.0043, -0.0054, -0.0022], [-0.2044, -0.1150, 0.1638], [0.2969, 0.1511, -0.0155], [-0.0943, 0.0671, -0.0890], [0.0211, -0.0091, -0.0109], [-0.0099, 0.0024, -0.0077], [0.0035, 0.0015, 0.0112], [0.0198, 0.0098, -0.0104], [-0.0409, 0.0016, -0.0011], [0.0179, -0.0169, 0.0063], [0.0325, -0.0090, 0.0132], [0.0066, 0.0071, 0.0037], [0.0012, -0.0009, 0.0026], [-0.0089, -0.0041, 0.0154], [-0.0033, 0.0014, -0.0013], [0.0110, 0.0002, -0.0030], [0.0235, -0.0008, 0.0017], [0.0833, 0.0180, 0.0041], [0.0088, -0.0800, 0.0713], [-0.0593, 0.1077, -0.0611], [-0.0151, -0.0185, 0.0293], [-0.1158, 0.2691, -0.0367], [-0.0301, -0.1121, 0.0308], [-0.0511, 0.0134, 0.0329], [-0.0382, 0.0443, 0.0048], [0.0788, -0.0442, -0.0205], [-0.0984, 0.0130, 0.0340], [0.0788, 0.0209, -0.0508], [0.0074, 0.0049, 0.0272], [-0.0170, -0.0009, 0.0086], [-0.0059, -0.0204, -0.0187], [0.0068, -0.0324, 0.0301], [-0.0004, -0.0298, -0.0079], [0.0364, -0.0042, -0.0188], [0.0134, 0.0238, 0.0030], [0.0006, -0.0142, -0.0207], [0.0065, -0.0076, -0.0171], [0.0181, -0.0114, -0.0038], [0.0057, -0.0028, -0.0020], [-0.0003, -0.0057, 0.0008], [0.0027, 0.0002, -0.0020], [-0.0271, 0.0141, 0.0045]],
  "orbital_gap_ev": 4.795,
  "homo_energy_ev": 0.280,
  "total_charge": -2
}